Record 1
{"formula": "C19H46O11S", "method": "ωB97M-V with the def2-TZVPD basis set", "species": ["C", "C", "O", "O", "C", "O", "C", "O", "S", "O", "O", "H", "H", "H", "H", "H", "H", "C", "C", "C", "O", "H", "H", "H", "H", "H", "H", "H", "H", "C", "C", "C", "O", "H", "H", "H", "H", "H", "H", "H", "H", "C", "C", "C", "O", "H", "H", "H", "H", "H", "H", "H", "H", "C", "C", "C", "O", "H", "H", "H", "H", "H", "H", "H", "H", "C", "C", "C", "O", "H", "H", "H", "H", "H", "H", "H", "H"], "coordinates": [[0.32064, 1.54814, 1.58287], [-0.51093, 1.41943, 0.34816], [-0.94415, 2.33584, -0.29079], [-0.75009, 0.11579, -0.08326], [-2.02701, -0.35573, 0.09182], [-2.55373, -0.98162, -0.77157], [-2.72134, -0.13274, 1.41972], [-3.90202, 0.64964, 1.19412], [-4.06508, 2.03209, 2.06015], [-2.73264, 2.53986, 2.31366], [-4.66052, 2.88826, 0.84170], [1.32793, 1.82977, 1.27536], [-0.12089, 2.30700, 2.22580], [0.36289, 0.58520, 2.09051], [-2.08632, 0.27461, 2.20203], [-3.04448, -1.12107, 1.73439], [-3.88502, 3.20149, 0.33679], [2.77857, 3.26265, -1.13157], [3.60824, 4.32558, -0.43119], [3.19514, 5.72552, -0.85834], [4.99880, 4.11598, -0.68168], [2.91882, 3.31363, -2.21344], [3.08833, 2.26723, -0.81207], [1.71353, 3.38140, -0.91737], [3.49545, 4.23175, 0.65056], [3.34568, 5.84994, -1.93428], [3.79891, 6.47593, -0.34771], [2.14362, 5.91269, -0.63664], [5.13446, 4.18678, -1.63304], [0.88360, -3.29550, 3.41146], [-0.26005, -3.38927, 2.41190], [-0.12285, -4.61098, 1.51614], [-0.33404, -2.20446, 1.62738], [1.83603, -3.19864, 2.88351], [0.76522, -2.41674, 4.04613], [0.93012, -4.18100, 4.04718], [-1.20931, -3.43957, 2.94944], [0.80408, -4.55120, 0.93843], [-0.95158, -4.66095, 0.80988], [-0.10356, -5.53279, 2.09955], [0.49274, -2.11244, 1.13355], [0.43447, 2.45675, -4.40405], [1.71856, 2.71924, -5.17658], [1.71092, 2.03179, -6.53271], [2.85363, 2.30649, -4.41187], [0.31543, 1.38573, -4.21760], [0.45482, 2.95933, -3.43701], [-0.43852, 2.80448, -4.95734], [1.84695, 3.79381, -5.31538], [1.62755, 0.94880, -6.40634], [2.63688, 2.23440, -7.07108], [0.87197, 2.36927, -7.14216], [2.77700, 1.35764, -4.26283], [3.91933, -2.72514, 0.06095], [3.02760, -1.60456, -0.44992], [3.80889, -0.54709, -1.20651], [2.31347, -0.99371, 0.63284], [4.66947, -2.32838, 0.75052], [3.33228, -3.46976, 0.60044], [4.43844, -3.22154, -0.75925], [2.25584, -2.02115, -1.09926], [4.54765, -0.07855, -0.54997], [3.12820, 0.23292, -1.54608], [4.33255, -0.96206, -2.06846], [2.95806, -0.60828, 1.23689], [-6.72831, -2.74023, 3.60672], [-5.69573, -2.65425, 2.49446], [-5.67115, -3.91424, 1.64480], [-4.39791, -2.39457, 3.03678], [-6.49558, -3.57276, 4.27682], [-6.73022, -1.82566, 4.19972], [-7.72943, -2.89616, 3.20387], [-5.91269, -1.79358, 1.86041], [-5.40780, -4.78037, 2.25907], [-4.92697, -3.82615, 0.85318], [-6.64367, -4.10202, 1.18888], [-4.15921, -3.13191, 3.60885]], "forces_ev_per_a": [[0.0, -0.5, 0.0], [-0.2, 0.6, -0.3], [0.1, -0.3, 0.2], [-0.1, 0.2, 0.3], [-0.1, -0.2, -0.5], [0.1, -0.2, -0.1], [0.0, -0.4, 0.1], [0.3, 0.2, 0.3], [-0.4, -0.1, -0.2], [0.2, -0.1, 0.2], [0.2, 0.2, 0.1], [0.0, 0.1, 0.1], [0.1, 0.1, -0.1], [0.1, 0.1, 0.0], [0.1, 0.2, -0.1], [0.0, -0.1, 0.1], [-0.2, 0.0, -0.2], [0.0, 0.0, 0.1], [-0.1, 0.0, -0.3], [0.1, 0.1, 0.1], [0.0, 0.0, 0.1], [0.0, 0.0, 0.0], [0.0, 0.0, 0.1], [0.0, 0.0, 0.0], [0.1, 0.0, 0.0], [0.0, 0.0, 0.0], [0.0, 0.0, 0.0], [0.0, 0.0, 0.0], [0.0, 0.0, 0.0], [0.0, 0.1, 0.0], [0.2, -0.1, -0.1], [-0.1, 0.0, 0.0], [-0.2, 0.0, 0.1], [0.0, 0.0, 0.0], [0.0, 0.0, 0.0], [0.0, 0.0, 0.0], [0.0, 0.0, 0.0], [0.0, 0.0, 0.0], [0.0, 0.0, 0.0], [0.0, 0.0, 0.0], [0.1, 0.2, 0.1], [0.1, 0.1, 0.1], [-0.2, -0.2, 0.0], [0.1, 0.0, 0.0], [0.1, 0.1, -0.1], [0.0, 0.0, 0.0], [0.0, 0.0, 0.0], [0.0, 0.0, 0.0], [0.1, 0.0, 0.0], [-0.1, 0.0, 0.0], [0.0, 0.0, 0.0], [0.0, 0.0, 0.0], [0.0, 0.0, 0.0], [-0.1, 0.0, 0.1], [0.3, 0.0, 0.0], [-0.1, 0.1, 0.0], [-0.2, -0.2, -0.1], [0.0, 0.0, 0.0], [0.0, 0.0, 0.0], [0.0, 0.0, 0.0], [-0.1, 0.0, 0.0], [0.0, 0.0, 0.0], [0.0, 0.0, -0.1], [0.0, 0.0, 0.0], [0.0, 0.0, 0.0], [0.0, 0.1, 0.1], [-0.1, -0.2, 0.1], [0.1, 0.0, -0.1], [0.0, 0.1, 0.0], [0.0, 0.0, 0.0], [0.0, 0.0, 0.0], [0.0, 0.0, 0.0], [0.1, 0.0, 0.0], [-0.1, 0.0, 0.0], [0.0, 0.0, 0.0], [0.0, 0.0, 0.0], [0.0, 0.0, 0.0]], "orbital_gap_ha": 0.390, "lumo_ha": 0.0199, "energy_ha": -1977.34324, "multiplicity": 1}

=====

Record 2
{"formula": "C19H47B3N2O10", "method": "ωB97M-V with the def2-TZVPD basis set", "species": ["C", "C", "C", "O", "C", "B", "O", "B", "O", "B", "O", "C", "C", "C", "O", "O", "H", "H", "H", "H", "H", "H", "H", "H", "H", "H", "H", "H", "H", "H", "H", "H", "H", "C", "O", "C", "C", "N", "C", "C", "O", "C", "H", "H", "H", "H", "H", "H", "H", "H", "H", "H", "H", "H", "H", "H", "H", "C", "O", "C", "C", "N", "C", "C", "O", "C", "H", "H", "H", "H", "H", "H", "H", "H", "H", "H", "H", "H", "H", "H", "H"], "coordinates": [[5.99568, 5.79290, -0.93993], [7.08943, 4.94141, -1.66140], [6.54393, 3.57422, -2.20458], [7.63954, 2.66970, -2.17022], [7.30344, 1.41580, -2.77481], [6.55799, 0.46910, -1.70260], [7.18034, 0.01522, -0.51746], [6.28909, 0.40425, 0.54162], [4.90729, 0.07005, 0.42478], [4.47718, 0.58543, -0.84142], [3.43709, 1.51550, -0.84668], [3.10223, 1.99386, -2.15454], [1.60745, 2.48251, -2.13747], [1.29523, 3.44345, -0.94633], [0.72323, 1.35497, -2.03623], [5.18765, 0.12262, -1.97260], [4.98768, 5.69589, -1.39797], [5.89043, 5.51030, 0.13079], [6.33190, 6.85395, -0.93061], [7.85125, 4.67076, -0.89433], [7.62593, 5.47343, -2.46851], [5.70001, 3.24277, -1.54319], [6.15687, 3.70168, -3.24311], [6.69481, 1.49950, -3.70067], [8.27313, 0.92213, -3.03066], [6.71647, 1.02193, 1.46161], [3.70811, 2.88211, -2.44106], [3.16164, 1.22774, -2.95411], [1.46017, 3.03876, -3.08710], [0.53778, 4.17839, -1.30502], [0.87295, 2.90615, -0.07468], [2.16692, 4.03739, -0.60099], [1.28322, 0.62689, -1.75469], [-4.18001, 0.58774, -2.65099], [-3.63689, -0.23721, -1.63436], [-2.27044, 0.06439, -1.34233], [-2.14054, 0.63006, 0.06447], [-2.71578, 1.96970, 0.14492], [-2.83522, 2.47368, 1.51304], [-3.80281, 1.74513, 2.44920], [-5.16746, 1.86942, 2.07713], [-5.62045, 0.89608, 1.15104], [-5.17820, 0.21675, -2.88499], [-4.26911, 1.62420, -2.31141], [-3.57083, 0.54570, -3.55791], [-1.83004, 0.73419, -2.08394], [-1.72212, -0.88315, -1.38686], [-1.08185, 0.67682, 0.33579], [-2.64528, -0.06056, 0.75137], [-3.63733, 1.95681, -0.27239], [-3.16632, 3.51293, 1.43360], [-1.84102, 2.49358, 1.97075], [-3.72182, 2.22295, 3.43003], [-3.53447, 0.69423, 2.60236], [-5.10612, -0.06099, 1.26732], [-5.51357, 1.26018, 0.12603], [-6.68616, 0.73742, 1.32719], [-3.75217, -3.02680, -0.19416], [-2.64492, -3.89459, 0.00857], [-1.68481, -3.37226, 0.92107], [-1.64350, -4.21439, 2.18741], [-2.86309, -4.03359, 2.97125], [-2.99816, -4.98297, 4.07622], [-3.17094, -6.46074, 3.71706], [-4.39458, -6.75388, 3.05968], [-4.36234, -6.60470, 1.64951], [-4.37209, -3.45109, -0.98426], [-4.35893, -2.94839, 0.71515], [-3.42254, -2.03661, -0.50700], [-1.86791, -2.31820, 1.14987], [-0.70987, -3.43949, 0.42713], [-0.78138, -3.91568, 2.79107], [-1.51152, -5.26074, 1.88884], [-3.66356, -4.13797, 2.36125], [-3.87854, -4.67355, 4.64620], [-2.13683, -4.87436, 4.74280], [-3.20302, -7.01836, 4.65782], [-2.32042, -6.86312, 3.15648], [-3.37890, -6.82643, 1.22928], [-4.67800, -5.59909, 1.36099], [-5.08418, -7.30382, 1.22291]], "forces_ev_per_a": [[0.4, 0.2, 0.0], [-0.3, -0.9, 0.6], [0.3, 1.2, 0.6], [-0.7, -0.1, -0.6], [0.6, -1.3, 0.3], [0.0, -1.0, -0.8], [-2.1, 1.9, 0.0], [-0.3, -1.6, -0.5], [1.4, 2.0, -1.0], [-0.7, -0.9, 0.9], [1.5, -1.5, -1.0], [-1.9, 1.3, -0.7], [0.9, 0.2, 1.1], [-0.2, 0.6, -0.4], [0.4, 0.4, -0.6], [0.6, 1.7, 1.4], [0.7, 0.3, 0.1], [0.1, -0.1, -0.7], [-0.5, -0.6, -0.1], [-0.4, 0.2, -0.6], [-0.5, -0.1, 0.4], [0.5, 0.0, -0.4], [0.1, -0.2, 0.5], [0.4, 0.3, 0.4], [-0.6, 0.4, 0.0], [0.0, -0.2, 0.1], [-0.1, -0.7, 0.3], [0.3, 0.2, 0.6], [-0.2, -0.6, 0.4], [0.4, -0.5, 0.5], [0.3, 0.2, -0.6], [-0.3, -0.4, -0.3], [-0.2, -0.2, 0.1], [-0.1, -0.2, 0.1], [0.1, 0.5, -0.3], [0.1, -0.3, 0.4], [-0.3, 0.2, -0.3], [0.2, -0.2, 0.2], [-0.2, 0.1, -0.3], [0.1, 0.3, 0.3], [0.2, -0.3, -0.1], [-0.3, 0.3, 0.0], [0.0, 0.0, 0.1], [0.1, 0.1, -0.1], [0.0, 0.1, 0.0], [-0.1, 0.1, 0.1], [0.0, 0.0, 0.0], [0.0, 0.0, 0.0], [0.1, -0.2, 0.0], [0.0, 0.0, 0.0], [0.0, 0.0, 0.1], [0.0, -0.1, 0.0], [0.0, 0.0, 0.0], [0.0, -0.1, -0.2], [0.1, 0.0, 0.0], [0.1, -0.2, -0.1], [0.0, 0.0, 0.1], [0.1, -0.2, 0.0], [-0.1, 0.3, 0.1], [0.3, -0.5, -0.1], [-0.4, 0.2, -0.1], [0.3, -0.1, 0.1], [-0.3, 0.1, -0.2], [-0.1, 0.0, 0.4], [0.3, 0.0, -0.1], [-0.4, -0.1, 0.1], [0.1, 0.0, 0.0], [0.0, 0.1, 0.0], [-0.2, -0.1, 0.1], [-0.2, 0.0, 0.0], [0.0, 0.0, 0.0], [0.0, 0.0, 0.0], [0.2, 0.0, -0.1], [0.0, 0.0, 0.0], [0.0, -0.1, 0.1], [0.0, 0.0, -0.1], [0.0, 0.0, 0.0], [0.0, 0.1, -0.2], [0.0, 0.1, 0.0], [0.2, 0.0, -0.2], [0.0, 0.0, 0.1]], "orbital_gap_ha": 0.325, "lumo_ha": 0.0090, "energy_ha": -1688.73992, "multiplicity": 1}

=====

Record 3
{"formula": "C19H47B3N4O8S", "method": "ωB97M-V with the def2-TZVPD basis set", "species": ["C", "C", "C", "C", "N", "B", "O", "B", "C", "N", "O", "B", "C", "C", "C", "C", "S", "C", "N", "N", "C", "O", "O", "H", "H", "H", "H", "H", "H", "H", "H", "H", "H", "H", "H", "H", "H", "H", "H", "H", "H", "H", "H", "H", "H", "H", "C", "C", "O", "H", "H", "H", "H", "H", "H", "C", "C", "O", "H", "H", "H", "H", "H", "H", "C", "C", "O", "H", "H", "H", "H", "H", "H", "C", "C", "O", "H", "H", "H", "H", "H", "H"], "coordinates": [[2.19008, -4.09455, -0.21462], [2.44143, -2.58654, -0.28227], [3.92797, -2.28884, -0.47029], [4.37305, -0.82688, -0.23291], [3.31953, 0.18874, -0.08502], [2.83428, 0.78468, -1.30133], [2.62554, 2.16387, -1.40316], [1.30958, 2.42219, -1.78341], [0.39158, 3.33586, -0.89324], [-0.24488, 4.45502, -1.63019], [0.83216, 1.71896, -2.88780], [1.20070, 0.38419, -2.90150], [0.19539, -0.74431, -3.30693], [-1.05994, -0.30285, -4.07632], [-2.26250, -1.19310, -3.74322], [-2.89078, -0.73979, -2.41966], [-3.37926, -2.16711, -1.40966], [-3.63916, -1.32936, 0.09022], [-3.20429, -1.63758, 1.26716], [-3.71713, -0.67625, 2.13686], [-4.39562, 0.13335, 1.40357], [-4.40804, -0.20356, 0.10072], [2.46487, 0.04489, -2.43301], [2.68974, -4.59542, -1.04763], [2.58552, -4.51715, 0.71034], [1.12669, -4.32794, -0.28264], [1.85837, -2.17608, -1.10950], [2.07439, -2.13307, 0.64389], [4.21744, -2.59430, -1.47806], [4.48368, -2.94132, 0.20548], [4.99375, -0.50594, -1.07275], [5.02459, -0.77799, 0.64217], [2.60322, -0.10580, 0.56247], [0.99612, 3.67700, -0.04359], [-0.39297, 2.70539, -0.46187], [0.38929, 5.24409, -1.57925], [-1.05240, 4.74283, -1.08599], [-0.09597, -1.22821, -2.36329], [0.72629, -1.50589, -3.88434], [-0.85037, -0.36574, -5.14631], [-1.29616, 0.74205, -3.86459], [-3.00203, -1.17710, -4.54396], [-1.90018, -2.22341, -3.67023], [-3.75867, -0.10817, -2.60136], [-2.17301, -0.14643, -1.85040], [-4.92963, 1.01388, 1.71860], [-2.60362, 4.60029, 4.08569], [-1.86844, 3.82189, 3.01224], [-1.61105, 4.61304, 1.85042], [-3.54862, 4.98518, 3.70024], [-2.80979, 3.96899, 4.95049], [-2.00898, 5.45287, 4.42121], [-2.46671, 2.97779, 2.66967], [-0.92730, 3.42499, 3.40398], [-1.06365, 5.36000, 2.11161], [8.61821, -1.90350, 1.05794], [7.64086, -3.02734, 1.34544], [6.89134, -3.39931, 0.19273], [8.08979, -1.03062, 0.67334], [9.15957, -1.61533, 1.95998], [9.34937, -2.21005, 0.30618], [6.90478, -2.71372, 2.08538], [8.16809, -3.89934, 1.74670], [7.50843, -3.69892, -0.48185], [-2.91357, -5.08265, 2.86846], [-2.62324, -5.88633, 1.61667], [-1.89463, -7.08127, 1.89001], [-1.98394, -4.82271, 3.37518], [-3.44312, -4.16195, 2.62208], [-3.52486, -5.65936, 3.56792], [-2.00216, -5.31147, 0.93084], [-3.55644, -6.13285, 1.09746], [-2.42304, -7.61950, 2.48665], [-5.22515, 6.39690, 0.33384], [-4.65325, 5.51502, -0.76135], [-3.25399, 5.31923, -0.61462], [-4.72481, 7.36549, 0.33925], [-6.29513, 6.55615, 0.19157], [-5.07551, 5.93891, 1.31480], [-4.79168, 5.97884, -1.73711], [-5.16858, 4.54737, -0.77309], [-3.09148, 4.89694, 0.23887]], "forces_ev_per_a": [[0.1, 0.1, -0.1], [0.0, -0.2, 0.0], [-0.1, -0.1, 0.1], [-0.1, -0.1, -0.1], [0.5, -0.2, -0.4], [0.4, 0.4, -0.4], [-0.9, -0.5, 0.9], [0.4, 0.3, -0.6], [0.3, 0.4, -0.1], [0.0, -0.2, 0.5], [-0.5, -0.3, 0.8], [0.5, 0.1, -0.6], [-0.1, 0.3, -0.4], [0.1, -0.2, -0.1], [0.2, 0.0, 0.0], [0.0, 0.2, -0.2], [0.0, -0.1, 0.1], [0.1, 0.0, 0.2], [-0.1, 0.0, -0.3], [-0.2, 0.2, -0.2], [0.2, -0.1, 0.4], [0.0, 0.0, 0.0], [-0.4, -0.3, 0.6], [0.0, 0.0, 0.0], [0.0, 0.0, 0.0], [0.0, 0.0, 0.1], [0.0, 0.2, 0.1], [-0.1, 0.0, 0.0], [0.0, 0.0, 0.0], [0.1, 0.1, -0.1], [0.1, 0.0, 0.1], [-0.1, 0.0, 0.1], [0.0, 0.3, 0.2], [-0.1, 0.0, 0.1], [0.0, -0.1, -0.1], [0.0, 0.0, -0.2], [-0.1, 0.1, -0.3], [0.1, 0.0, 0.0], [0.0, -0.1, 0.2], [0.0, 0.1, 0.0], [0.0, 0.0, 0.0], [-0.1, 0.0, 0.1], [-0.1, 0.0, 0.0], [0.0, 0.0, 0.0], [0.0, -0.1, 0.1], [0.0, 0.0, -0.1], [0.0, 0.1, -0.1], [0.1, 0.1, 0.0], [-0.2, -0.1, 0.0], [0.0, 0.0, 0.0], [0.0, 0.0, 0.0], [0.0, 0.0, 0.0], [0.0, 0.0, 0.0], [0.0, -0.1, 0.0], [0.0, 0.0, -0.1], [-0.1, 0.0, -0.1], [0.1, 0.0, -0.1], [0.1, 0.0, 0.1], [0.0, 0.0, 0.0], [0.0, 0.0, 0.0], [0.0, 0.0, 0.0], [0.0, 0.0, 0.0], [0.0, 0.0, 0.1], [0.0, 0.0, 0.0], [0.0, 0.0, 0.0], [-0.1, -0.1, 0.1], [0.0, 0.1, 0.0], [0.0, 0.0, 0.0], [0.0, 0.0, 0.0], [0.0, 0.0, 0.0], [0.0, 0.0, 0.0], [0.0, 0.1, 0.0], [0.0, 0.0, 0.0], [0.1, 0.0, 0.0], [0.1, 0.0, 0.1], [-0.1, -0.1, 0.1], [0.0, 0.0, 0.0], [0.0, 0.0, 0.0], [0.0, 0.0, 0.0], [0.0, 0.0, 0.0], [0.0, 0.0, -0.1], [0.2, 0.1, 0.1]], "orbital_gap_ha": 0.343, "lumo_ha": 0.0135, "e_above_lowest_kj_mol": 0.0, "energy_ha": -2046.05471, "multiplicity": 1}